Entry 1:
69
Properties=species:S:1:pos:R:3 method="wB97M-V/def2-TZVPD" multiplicity=3 lumo_ev="-8.3 / -11.0" total_energy_ev=-59548.7536 s_squared=2.06 relative_energy_kj_mol=80.30 total_charge=+3 homo_lumo_gap_ev="7.591 / 4.987" homo_energy_ev="-15.895 / -15.999"
Au -0.25 -0.30 1.46
P -2.01 -1.80 1.35
P 1.64 -0.86 2.95
P 1.56 -2.00 -3.00
H -1.15 4.91 -1.66
C -1.48 4.27 -2.49
C -2.61 3.56 -2.44
H -3.23 3.44 -1.54
C -3.42 -0.66 1.47
C -2.36 -3.14 2.51
C -1.99 -2.50 -0.31
C 2.94 0.33 2.51
C 1.15 -0.48 4.66
C 2.53 -2.44 3.11
C 2.21 -2.69 -4.53
C 1.48 -3.34 -1.78
C 2.84 -0.97 -2.21
H -0.92 4.32 -3.43
H -3.00 3.21 -3.40
H -3.48 -0.09 0.53
H -3.22 0.02 2.30
H -4.36 -1.19 1.64
H -2.18 -2.83 3.55
H -1.73 -4.01 2.28
H -3.41 -3.44 2.42
H -1.76 -1.71 -1.04
H -2.99 -2.90 -0.54
H -1.24 -3.29 -0.35
H 3.72 0.26 3.28
H 2.50 1.34 2.45
H 3.34 0.06 1.52
H 1.85 -0.99 5.34
H 0.12 -0.82 4.82
H 1.19 0.61 4.79
H 3.50 -2.20 3.59
H 2.70 -2.92 2.14
H 1.95 -3.11 3.76
H 2.75 -3.63 -4.34
H 2.86 -1.94 -4.99
H 1.35 -2.85 -5.19
H 1.56 -4.31 -2.27
H 0.56 -3.22 -1.21
H 2.33 -3.23 -1.09
H 3.82 -1.11 -2.68
H 2.97 -1.29 -1.17
H 2.62 0.09 -2.17
C -1.05 0.40 -3.42
C -0.44 0.94 -2.19
C 0.81 1.54 -2.20
C 1.52 1.79 -3.40
C 0.95 1.33 -4.60
C -0.28 0.69 -4.62
O -2.05 -0.40 -3.45
H 0.17 -1.64 -3.36
H -1.03 0.84 -1.26
H 1.22 1.82 -1.23
H 2.52 2.29 -3.42
H 1.56 1.45 -5.50
H -0.72 0.35 -5.55
N -1.98 3.99 4.16
C -1.16 3.84 2.95
C -1.03 2.32 2.75
O -1.61 1.59 3.58
O -0.32 1.99 1.73
H -2.00 3.05 4.61
H -2.91 4.32 3.90
H -1.58 4.73 4.74
H -1.63 4.26 2.07
H -0.22 4.35 3.11

Entry 2:
61
Properties=species:S:1:pos:R:3 method="wB97M-V/def2-TZVPD" lumo_ev="-3.7 / -3.7" total_energy_ev=-41183.0444 total_charge=+1 homo_lumo_gap_ev="6.606 / 6.601" homo_energy_ev="-10.261 / -10.263"
Pt 0.66 0.13 -1.15
C 3.16 -0.56 -2.53
C 3.52 -0.57 -1.08
C 4.84 -0.69 -0.66
C 5.11 -0.71 0.70
C 4.06 -0.64 1.60
C 2.76 -0.54 1.12
N 2.51 -0.49 -0.21
C 1.59 -0.50 2.01
C 1.65 -0.53 3.40
C 0.47 -0.51 4.12
C -0.74 -0.49 3.45
C -0.73 -0.47 2.06
N 0.42 -0.47 1.38
C -1.91 -0.48 1.19
C -3.22 -0.46 1.51
C -4.27 -0.50 0.52
C -4.20 -0.53 -0.83
C -2.98 -0.42 -1.69
C -3.23 -0.41 -3.18
N -1.52 -0.42 -0.15
H 3.93 -0.10 -3.13
H 2.20 -0.01 -2.66
H 3.01 -1.58 -2.87
H 5.64 -0.76 -1.39
H 6.13 -0.77 1.05
H 4.26 -0.66 2.66
H 2.59 -0.56 3.93
H 0.49 -0.52 5.20
H -1.67 -0.47 3.99
H -3.54 -0.43 2.54
H -5.27 -0.55 0.94
H -5.12 -0.63 -1.38
H -4.29 -0.28 -3.40
H -2.91 -1.35 -3.62
H -2.68 0.39 -3.66
C -0.81 2.64 -1.58
N -0.99 1.21 -1.71
C -2.07 0.67 -1.01
C -1.91 -1.44 -1.14
C -2.38 -2.81 -0.82
C -1.63 -3.66 -1.54
C -0.64 -2.88 -2.23
N -0.77 -1.61 -2.01
C 0.01 2.79 -0.31
C 1.40 2.54 -0.39
C 2.15 2.50 0.78
C 1.53 2.61 2.01
C 0.17 2.85 2.08
C -0.59 2.95 0.93
H -1.76 3.18 -1.52
H -0.25 3.01 -2.45
H -2.66 1.42 -0.47
H -3.23 -3.02 -0.20
H -1.73 -4.73 -1.61
H 0.12 -3.27 -2.88
H 1.90 2.57 -1.36
H 3.22 2.36 0.72
H 2.11 2.53 2.92
H -0.31 2.96 3.05
H -1.65 3.16 0.99

Entry 3:
17
Properties=species:S:1:pos:R:3 method="wB97M-V/def2-TZVPD" lumo_ev=-1.8 total_energy_ev=-56926.4247 relative_energy_kj_mol=303.61 homo_lumo_gap_ev=5.701 homo_energy_ev=-7.455
C -2.29 -2.16 -0.09
P 2.92 -0.38 1.32
P 1.46 1.78 -0.89
P -1.53 2.78 -0.21
P 1.09 -1.58 1.02
P -0.33 -0.04 1.24
P -0.50 0.83 -0.70
H -3.24 -2.45 0.29
H -1.37 -2.79 0.04
H -2.14 -1.44 -0.75
H 2.93 -0.34 2.70
H 3.91 -1.30 1.24
H 0.85 2.51 -1.97
H 1.85 0.83 -1.76
H -2.05 2.81 -1.45
H -2.72 2.29 0.43
H 1.14 -1.35 -0.45

Entry 4:
24
Properties=species:S:1:pos:R:3 method="wB97M-V/def2-TZVPD" lumo_ev=0.4 total_energy_ev=-32206.9168 relative_energy_kj_mol=689.71 homo_lumo_gap_ev=9.472 homo_energy_ev=-9.029
C -3.71 0.50 -0.58
C -3.16 -0.33 0.60
C -1.80 -0.08 0.69
C 2.00 -0.38 -0.84
C 3.05 -0.08 0.25
C 3.42 1.51 0.08
H -3.82 1.54 -0.55
H -4.67 0.36 -0.60
H -3.46 0.13 -1.61
H -3.33 -1.30 0.53
H -3.49 0.06 1.62
H -1.33 -0.71 1.53
H -1.38 1.00 1.07
H 0.90 -0.02 -0.77
H 2.43 -0.20 -1.90
H 3.91 -0.73 0.34
H 2.66 -0.46 1.44
H 3.40 1.49 -1.28
H 4.62 1.67 0.57
H 2.57 2.47 0.65
O -0.98 -0.27 -0.55
O 1.98 -1.84 -0.65
S -0.68 -1.96 -0.66
S 0.86 -2.34 0.61